{"formula": "C5H13N2", "method": "ωB97M-V/def2-TZVPD", "elements": ["C", "C", "C", "C", "C", "N", "N", "H", "H", "H", "H", "H", "H", "H", "H", "H", "H", "H", "H", "H"], "coordinates": [[2.179717, -0.063658, -0.304580], [-2.348885, -0.543730, -0.381076], [-0.902524, 1.588821, -0.006227], [-0.068758, -0.635792, 0.683721], [-0.902860, 0.139154, -0.309168], [3.125039, 0.678803, 0.175599], [0.142335, -1.870616, 0.472635], [2.328791, -0.334697, -1.316762], [-2.392752, -1.651816, -0.286546], [-2.590702, -0.054372, -1.277407], [-2.898357, -0.138242, 0.417683], [-0.008113, 2.021649, -0.394085], [-1.014157, 1.776359, 1.078643], [-1.695893, 1.972267, -0.661697], [0.392895, -0.092066, 1.602228], [-0.419533, 0.053087, -1.239217], [4.031013, 0.849156, -0.225669], [-0.442458, -2.203037, -0.267233], [0.488689, -2.579673, 1.109122], [2.996520, 1.088404, 1.130044]], "atomic_forces_ev_per_a": [[-0.823, 1.665, 1.458], [2.568, 0.326, 0.596], [-1.153, 0.339, 0.047], [2.569, 3.245, 1.085], [-0.173, -2.275, 2.218], [-0.560, 0.015, 1.473], [-1.413, -2.252, 0.414], [0.784, -0.678, -1.238], [0.066, 0.876, -0.740], [-1.614, -0.363, -1.429], [-0.996, 0.496, 0.992], [0.814, 0.443, 0.107], [-0.302, 0.326, -0.733], [-0.097, 0.598, 0.783], [-1.257, -1.356, -1.497], [0.494, -0.697, -1.360], [0.349, 0.226, -0.460], [0.105, -0.842, -0.586], [0.268, 0.496, 0.054], [0.373, -0.588, -1.184]], "gap_ev": 9.04, "total_charge": 1, "max_force_ha_per_bohr": 0.083, "e_homo_ha": -0.46431, "e_tot_ev": -8366.434, "de_lowest_kj_mol": 422.23}

{"formula": "C2H10NOS", "method": "ωB97M-V/def2-TZVPD", "elements": ["C", "C", "S", "N", "H", "H", "H", "H", "H", "H", "H", "H", "H", "H", "O"], "coordinates": [[0.446290, -0.293979, 0.720889], [-0.339776, 1.011832, 0.951731], [-0.133817, 2.042316, -0.528046], [-0.203564, -1.372845, 1.435809], [1.533499, 0.067932, 1.030429], [0.445303, -0.535885, -0.406137], [-0.073724, 1.554179, 1.879691], [-1.454425, 0.810150, 1.228365], [-0.170772, 1.214589, -1.455098], [0.355751, -2.244107, 1.583056], [-1.051027, -1.592044, 0.894262], [-0.575831, -1.046335, 2.350813], [0.873534, 0.709614, -2.937407], [0.143232, -0.283231, -3.839709], [0.205323, -0.042190, -2.908646]], "atomic_forces_ev_per_a": [[2.427, 2.851, -1.483], [-2.428, -0.706, 0.414], [0.177, 3.448, 2.854], [0.123, -0.362, 0.689], [-2.066, -1.876, -0.467], [0.101, 0.109, 1.952], [0.631, -0.100, -0.767], [1.625, 0.146, -1.167], [-0.550, -2.462, -1.790], [0.097, -0.092, -0.050], [-0.603, -0.629, -0.335], [0.211, -0.111, 0.503], [-1.075, -1.447, 0.070], [-0.183, -0.203, 0.017], [1.512, 1.433, -0.440]], "gap_ev": [3.99, 9.67], "max_force_ha_per_bohr": 0.087, "e_homo_ha": [-0.13576, -0.34493], "e_tot_ev": -16604.767, "spin_multiplicity": 2, "s2": 0.75, "de_lowest_kj_mol": 96.86}

{"formula": "C5H6O", "method": "ωB97M-V/def2-TZVPD", "elements": ["C", "C", "O", "C", "C", "C", "H", "H", "H", "H", "H", "H"], "coordinates": [[-0.724260, -1.735055, -0.609087], [0.144746, -0.766951, 0.072261], [1.311962, -0.893398, 0.322318], [1.303293, 1.915731, 0.407213], [0.060540, 1.536459, 0.416046], [-0.869756, 0.641741, 0.375281], [-0.286861, -2.707201, -0.838703], [-1.080526, -1.208528, -1.498159], [-1.539154, -1.785460, 0.110650], [1.787447, 2.147851, -0.531056], [1.845822, 1.911504, 1.340184], [-1.953253, 0.943306, 0.433052]], "atomic_forces_ev_per_a": [[-0.303, -0.165, -0.005], [-0.790, 0.568, 0.262], [-1.575, 0.863, -0.017], [-0.054, 0.449, 0.093], [0.672, 0.330, 0.099], [1.240, -0.516, -0.032], [0.027, 0.173, 0.070], [-0.194, -0.321, -0.020], [-0.481, -0.539, -0.334], [0.154, 0.192, 0.091], [0.198, 0.307, -0.009], [1.107, -1.340, -0.198]], "gap_ev": 10.25, "max_force_ha_per_bohr": 0.035, "e_homo_ha": -0.34374, "e_tot_ev": -7326.413, "smiles": "C=C=CC(C)=O", "de_lowest_kj_mol": 277.06}

{"formula": "C32H33BF4N8OReS5Se", "method": "ωB97M-V/def2-TZVPD", "elements": ["Re", "Se", "N", "C", "C", "C", "C", "C", "N", "C", "C", "N", "C", "C", "C", "C", "C", "N", "H", "H", "H", "H", "H", "H", "C", "N", "C", "N", "S", "H", "H", "H", "H", "H", "H", "C", "C", "N", "C", "S", "N", "C", "C", "H", "H", "H", "H", "H", "H", "H", "H", "H", "H", "H", "H", "F", "B", "F", "F", "F", "O", "C", "C", "C", "C", "C", "S", "C", "C", "C", "C", "S", "C", "C", "C", "C", "S", "H", "H", "H", "H", "H", "H", "H", "H", "H"], "coordinates": [[0.212700, 0.166800, -0.103200], [5.424800, -0.086700, 5.496500], [3.701200, -0.370800, 5.435300], [3.283000, -0.322300, 4.185400], [1.913100, -0.439300, 3.770000], [0.847800, -0.775700, 4.614100], [-0.421100, -0.863200, 4.075700], [-0.624100, -0.532300, 2.737300], [0.372900, -0.186200, 1.941300], [1.635400, -0.217100, 2.408300], [2.686900, -0.101500, 1.433800], [2.315400, -0.110200, 0.136300], [3.267200, -0.114900, -0.785000], [4.624200, -0.057100, -0.488000], [5.023200, 0.000100, 0.829600], [4.038400, -0.043100, 1.822000], [4.322300, -0.075900, 3.228400], [5.521100, 0.079000, 3.756500], [1.038300, -0.983600, 5.656200], [-1.261300, -1.174000, 4.677300], [-1.610200, -0.568300, 2.288700], [2.938100, -0.152000, -1.813900], [5.341500, -0.068100, -1.294700], [6.062700, 0.066300, 1.114300], [2.165200, 5.188700, 0.665300], [1.303700, 4.925500, -0.463000], [0.777100, 3.740400, -0.721900], [0.016000, 3.564000, -1.811100], [1.186400, 2.458300, 0.331900], [2.413900, 6.244500, 0.694300], [3.084000, 4.607000, 0.586400], [1.665400, 4.916500, 1.596400], [1.062100, 5.703600, -1.058900], [-0.345200, 4.383000, -2.285500], [-0.604800, 2.756500, -1.835100], [0.688000, 2.704400, -5.981800], [0.632000, 1.185000, -5.972300], [0.560100, 0.730400, -4.587600], [0.355900, -0.472100, -4.064700], [0.653100, -0.669700, -2.356400], [0.078800, -1.607800, -4.673200], [0.169900, -1.998200, -6.074600], [-1.200700, -2.086600, -6.733500], [0.735300, 3.059500, -7.007100], [1.574500, 3.057400, -5.457400], [-0.197000, 3.126800, -5.512600], [1.535300, 0.792600, -6.451600], [-0.244800, 0.830100, -6.518500], [0.859700, 1.427700, -3.916400], [-0.117900, -2.377500, -4.037100], [0.646300, -2.981400, -6.096600], [0.813100, -1.299800, -6.606500], [-1.827100, -2.815600, -6.226800], [-1.079400, -2.394300, -7.767800], [-1.707200, -1.124900, -6.718400], [0.037600, -3.544400, -1.283900], [-0.010400, -3.042900, -0.033200], [-0.897800, -1.799600, -0.107100], [1.195100, -2.433200, 0.324200], [-0.488900, -3.844400, 0.919500], [-1.689700, 0.770300, -0.065700], [-2.576200, 1.813200, 0.046100], [-2.898100, 2.350000, -1.339100], [-2.475900, 1.810400, -2.524700], [-3.020200, 2.480200, -3.640100], [-3.848200, 3.499300, -3.285600], [-4.005600, 3.659300, -1.588300], [-3.926000, 1.308200, 0.522900], [-4.833500, 1.904600, 1.351800], [-6.041000, 1.184200, 1.415300], [-6.034400, 0.064100, 0.623300], [-4.557000, -0.144500, -0.200800], [-2.083700, 2.883800, 1.001400], [-1.734500, 2.701800, 2.306500], [-1.350000, 3.898500, 2.951700], [-1.398300, 4.973400, 2.127700], [-1.925200, 4.551600, 0.549700], [-1.831300, 0.947600, -2.581200], [-2.816600, 2.208200, -4.658200], [-4.385900, 4.167100, -3.927700], [-4.644300, 2.812900, 1.896800], [-6.880700, 1.480100, 2.016700], [-6.825700, -0.648900, 0.490200], [-1.770400, 1.751200, 2.805700], [-1.067400, 3.954600, 3.986400], [-1.204600, 6.002000, 2.354100]], "atomic_forces_ev_per_a": [[-3.470, 0.957, -0.428], [-0.146, -0.063, -0.221], [-1.284, -0.179, 0.206], [1.133, 0.128, 0.665], [-0.708, -0.043, -0.667], [-0.080, 0.078, -0.295], [0.203, 0.132, -0.027], [-0.620, -0.290, 0.327], [0.591, 0.081, -0.126], [0.210, -0.060, 1.128], [0.926, 0.092, 0.418], [0.029, -0.045, -0.055], [0.424, 0.111, -0.626], [-0.117, -0.069, 0.232], [-0.240, 0.037, -0.037], [-0.611, -0.034, -0.710], [0.546, 0.003, 1.241], [0.304, 0.096, -1.200], [0.026, -0.020, 0.075], [-0.064, 0.025, -0.008], [0.023, 0.018, 0.019], [0.013, 0.036, 0.101], [-0.006, 0.021, -0.026], [0.074, -0.035, 0.033], [0.339, -0.035, 0.504], [-0.224, -0.035, -0.347], [-0.034, -0.130, -0.644], [0.164, 0.008, 0.031], [-0.521, -1.125, 0.269], [-0.032, 0.026, -0.090], [0.031, 0.068, -0.004], [-0.028, 0.058, -0.019], [-0.041, -0.080, -0.024], [-0.005, -0.114, 0.030], [0.108, 0.227, -0.044], [-0.084, -0.229, -0.054], [-0.044, 0.047, -0.442], [0.065, 0.053, 0.008], [0.240, 0.585, 0.404], [-0.137, -0.566, 0.419], [0.012, -0.038, 0.388], [-0.244, 0.043, -0.626], [0.219, 0.051, 0.061], [0.027, 0.064, -0.039], [0.082, 0.060, 0.024], [-0.112, 0.072, 0.048], [-0.160, -0.043, 0.046], [0.082, -0.013, 0.008], [-0.074, -0.229, -0.002], [0.058, 0.243, 0.043], [0.079, 0.177, 0.042], [0.024, -0.100, 0.069], [-0.078, -0.062, 0.028], [-0.042, -0.060, -0.104], [-0.077, 0.103, 0.002], [-0.067, -0.385, -0.590], [-0.013, 0.289, -0.196], [0.031, 1.184, 0.103], [0.775, 0.277, 0.239], [-0.364, -0.349, 0.535], [4.059, -1.946, -0.681], [-1.524, 1.563, 0.435], [0.410, 0.080, -0.336], [-0.119, 0.082, 0.545], [-0.156, 0.303, -0.216], [0.052, -0.060, 0.072], [0.294, -0.539, -0.312], [0.078, -0.885, 0.199], [0.607, -0.208, -0.207], [-0.381, -0.690, -0.414], [-0.067, 0.493, 0.370], [0.112, 0.552, 0.348], [0.101, 0.279, -0.204], [-0.166, 0.078, -0.265], [0.136, 0.013, 0.091], [-0.082, -0.030, -0.422], [-0.106, -0.233, 0.753], [0.016, -0.144, 0.016], [-0.004, -0.042, -0.283], [-0.150, 0.144, -0.185], [0.054, 0.155, 0.055], [-0.178, 0.019, 0.087], [-0.123, -0.137, 0.036], [-0.110, -0.173, 0.065], [0.055, 0.041, 0.227], [0.085, 0.262, 0.133]], "gap_ev": [4.75, 5.18], "total_charge": 2, "max_force_ha_per_bohr": 0.089, "e_homo_ha": [-0.46390, -0.46394], "e_tot_ev": -180879.896, "spin_multiplicity": 2, "s2": 0.76}